<1>
Density functional theory data (the ωB97M-V functional and the def2-TZVPD basis) for C6H8O2 as an isolated structure.

Geometry as XYZ:
```
16
Properties=species:S:1:pos:R:3:mulliken_charge:R:1
H -0.26588 -1.02184 1.78671 0.586
H 2.35527 1.23053 -1.06575 0.302
H -2.17539 -1.36058 -0.35519 0.364
O -0.51882 1.55929 0.11480 -0.490
O 0.39865 -1.36390 -0.25925 -0.442
C -0.64510 0.29276 -0.07594 0.684
H -2.43260 -0.37806 1.08070 0.365
C 0.12720 -0.62962 0.89123 -0.278
H -3.07972 0.42119 -0.51812 0.299
H 2.21543 0.13393 1.70028 0.303
H -1.52149 1.98885 0.24205 0.392
H -0.08469 -0.52826 -1.96650 0.532
C 1.53367 0.09696 0.80981 -0.518
C 0.41387 -0.25312 -1.08541 -0.172
C -2.15157 -0.32537 -0.01601 -1.308
C 1.71368 0.47691 -0.48177 -0.619
```

Computed properties:
HOMO level: -8.69 eV
HOMO-LUMO gap: 0.347 Ha

<2>
Density functional theory data (the ωB97M-V functional and the def2-TZVPD basis) for a 2-piece molecular cluster, C6H8O2 overall.

Geometry as XYZ:
```
16
Properties=species:S:1:pos:R:3:mulliken_charge:R:1
C 0.94152 -1.33439 -0.24577 -0.492
H 1.57745 0.86019 -0.05430 0.408
O -2.53071 -0.88451 -0.27522 -0.499
H -0.70041 -1.23203 1.76693 0.292
O 0.69419 -0.27750 -1.43042 -0.435
C 0.60605 0.80522 -0.51113 -0.316
H 1.93476 -1.45321 0.09957 0.356
H -1.03276 2.41171 -0.34728 0.332
C -0.64228 0.36020 0.56315 0.434
C -0.35362 1.79607 0.13290 -0.518
H 0.45770 2.44391 0.72490 0.192
H 0.85772 -0.43105 1.81098 0.372
H 0.91864 -2.58100 -0.46739 0.252
C 0.15605 -0.78066 1.07028 -0.699
C -1.61191 -0.05555 -0.68642 0.093
H -1.27238 0.35260 -2.15078 0.229
```

Computed properties:
HOMO level: -8.67 eV
HOMO-LUMO gap: 0.344 Ha

<3>
Density functional theory data (the ωB97M-V functional and the def2-TZVPD basis) for C6H8O2 as an isolated structure.

Geometry as XYZ:
```
16
Properties=species:S:1:pos:R:3:mulliken_charge:R:1
O -0.67246 -0.10078 -1.16132 -0.483
C 0.53688 0.39556 -0.90017 0.065
H -1.65112 2.70696 0.82526 0.232
C 0.74996 -1.49815 0.11379 -0.451
C -0.03394 0.70786 0.47959 0.055
H 2.27446 -1.40957 -1.28421 0.410
C -1.38857 1.39814 0.42618 -1.245
C -0.57642 -0.66127 0.11045 -0.364
H 0.50603 0.64898 1.44047 0.383
H -1.77558 1.00667 -0.48127 0.383
H -2.19715 0.95153 1.10356 0.286
O 2.00760 -0.82577 0.68919 -0.458
H 0.94806 1.24464 -1.52546 0.399
C 1.64437 -0.70006 -0.72269 -0.297
H 0.94741 -2.53177 0.40328 0.509
H -1.31951 -1.33295 0.48334 0.578
```

Computed properties:
HOMO level: -9.42 eV
HOMO-LUMO gap: 0.383 Ha

Last place for stability: <2>

<1>
Density functional theory data (the ωB97M-V functional and the def2-TZVPD basis) for a single C6H8O2 molecule.

Geometry as XYZ:
```
16
Properties=species:S:1:pos:R:3:mulliken_charge:R:1
H -2.27735 -1.52003 -0.80742 0.362
H 2.25890 0.48635 0.63219 0.382
H -1.02387 0.22765 -0.38873 0.025
H 2.38812 0.95641 -1.09921 0.315
C -1.11786 -0.11424 0.68997 -0.152
C 0.66860 -0.56007 -0.56517 0.105
H 0.76085 2.86824 0.05861 0.282
O -0.02762 -1.57370 -1.07250 -0.481
H -1.15459 2.62572 0.32837 0.225
C 0.59062 1.78437 0.24886 -0.361
C -1.37742 -1.35261 -0.20555 -0.349
H -1.38695 -2.10495 0.54103 0.279
O 0.20484 -0.49888 0.81206 -0.368
H -0.09412 0.39566 -1.00285 0.304
C -0.66958 1.57044 0.65033 -0.123
C 1.75751 0.77971 -0.18153 -0.445
```

Computed properties:
HOMO level: -8.31 eV
HOMO-LUMO gap: 0.331 Ha
structure (SMILES): C1=C[C@H]2CO[C@H](C1)O2

<2>
Density functional theory data (the ωB97M-V functional and the def2-TZVPD basis) for a single C6H8O2 molecule.

Geometry as XYZ:
```
16
Properties=species:S:1:pos:R:3:mulliken_charge:R:1
O 1.99119 -1.11207 -0.43595 -0.580
O -0.22789 1.62753 0.09459 -0.433
H 1.38474 1.21788 1.39239 0.328
H -0.11718 -0.41684 2.17124 0.326
H -0.09064 0.57350 -1.68861 0.323
C -0.45084 -0.72240 -0.00282 0.908
C -1.70194 -0.45896 -0.87988 -0.645
H -1.68017 0.08647 1.48864 0.356
H 1.85262 1.47358 -0.33660 0.310
H -2.63668 -0.34906 -0.35042 0.279
C -0.89330 -0.66643 1.42336 -1.385
C 1.09594 1.06294 0.34805 -0.538
H -1.37242 -1.60824 1.66917 0.340
H -1.76070 -0.86047 -1.89348 0.246
C 1.00315 -0.51067 -0.05756 0.169
C -0.66734 0.58876 -0.78473 -0.004
```

Computed properties:
HOMO level: -9.05 eV
HOMO-LUMO gap: 0.365 Ha
structure (SMILES): C[C@@]12C[C@H]1OCC2=O

Last place for stability: <1>